# 1
This record from OMol25 describes an isolated molecule of C2H5BO in a non-equilibrium geometry. The level of theory is ωB97M-V with the def2-TZVPD basis set.

E, eV: -4876.193
Kohn-Sham gap, eV: 9.63

XYZ file:
```
9
Properties=species:S:1:pos:R:3:forces:R:3:nbo_charge:R:1
B -0.60152 -1.12990 1.51856 2.44 0.67 -0.23 0.31
C -0.07365 0.04616 0.17644 0.35 -3.54 1.96 0.40
C 0.27933 0.89848 -0.96712 -3.26 -1.07 0.37 -0.72
O -0.95703 0.23048 1.06117 -0.82 2.68 -0.62 -0.59
H -1.41122 -1.93444 1.23624 0.00 -0.39 -0.01 -0.08
H 0.23458 -1.14501 2.47833 -1.19 -0.17 -1.21 -0.07
H -0.42337 0.33024 -1.75643 1.86 1.64 1.08 0.27
H -0.00067 1.90500 -0.72216 -0.67 0.80 -0.50 0.22
H 1.31661 0.89457 -1.11570 1.30 -0.62 -0.84 0.25
```
Positions in Å, forces in eV/Å.

***

# 2
This record from OMol25 describes a structure of composition C16H14BF5N6OPd in a non-equilibrium geometry. The level of theory is ωB97M-V with the def2-TZVPD basis set.

Spin multiplicity: 3
E, eV: -45546.541
Kohn-Sham gap (spin up / spin down), eV: 7.53 / 4.85
Expectation value of S²: 2.05

XYZ file:
```
44
Properties=species:S:1:pos:R:3:forces:R:3:nbo_charge:R:1
H -1.70347 -0.03045 -3.40993 0.09 0.09 0.05 0.22
N -0.52599 1.14941 -2.09935 1.53 -0.48 -1.44 -0.34
B 1.17414 2.97275 -1.22251 0.14 -0.88 0.49 0.58
N 0.32125 2.25153 -2.30198 -1.93 -0.70 -0.70 -0.32
C 0.07425 2.72576 -3.54278 0.21 -0.80 0.54 0.03
Pd -2.18316 0.74970 -0.78264 1.14 -0.17 0.84 0.90
H 0.44772 3.68349 -3.84660 0.41 0.00 -0.16 0.23
C -0.74917 1.84256 -4.20225 -0.46 -0.04 -0.83 -0.36
H -1.16065 1.94687 -5.18725 0.14 0.02 -0.24 0.23
C -1.06279 0.83437 -3.29498 0.42 1.45 0.66 -0.04
H 1.41144 4.08492 -1.57456 -0.02 0.25 -0.09 -0.05
C 1.08367 -3.05170 2.85468 -0.36 0.82 0.25 -0.85
H 0.01858 -3.17835 3.02988 -0.06 -0.05 0.16 0.20
H 1.22121 -2.18363 2.21681 0.06 0.04 -0.16 0.22
H 1.59956 -2.86316 3.79048 -0.03 -0.08 0.13 0.22
N 2.53945 2.26298 -0.84391 -0.13 -1.53 0.20 -0.36
N 0.13688 3.00776 -0.05838 -1.91 -0.36 0.60 -0.32
N 2.43733 0.93643 -0.49935 -0.44 0.27 0.09 -0.29
N -0.71089 1.95667 0.33014 1.17 0.45 1.25 -0.34
C 3.85524 2.63299 -0.75334 -0.10 -0.44 0.22 -0.03
C -0.22091 4.09920 0.64359 0.39 -0.55 -0.04 0.02
H 4.15597 3.64756 -1.00198 0.00 -0.32 0.11 0.21
H 0.16337 5.07331 0.37769 0.25 -0.16 0.24 0.23
C 4.59805 1.52609 -0.31255 -0.78 0.39 -0.25 -0.37
C -1.13401 3.73326 1.60295 -0.68 0.33 0.81 -0.37
C 3.64145 0.49138 -0.16705 -0.55 0.64 -0.39 -0.06
C -1.37813 2.37191 1.42301 0.42 0.80 -1.30 -0.04
H 5.65179 1.42551 -0.11913 0.06 0.32 -0.08 0.22
H -1.64190 4.37462 2.30076 0.15 0.09 0.13 0.23
H 3.72770 -0.55965 0.14136 0.20 0.70 -0.17 0.20
H -2.04381 1.70395 1.95645 0.06 0.09 -0.13 0.22
H 1.47318 -3.92323 2.38682 0.37 -0.70 -0.40 0.21
F -2.51492 -5.51561 1.38747 0.25 0.92 -0.15 -0.28
C -2.45998 -4.21951 1.03756 -0.08 -1.17 0.25 0.37
C -2.12808 -3.88323 -0.28025 0.31 0.03 -0.56 0.25
F -1.72500 -4.81017 -1.16840 -0.20 0.41 0.81 -0.27
C -2.22219 -2.56467 -0.66407 0.38 -0.52 -0.65 0.33
F -1.70522 -2.17556 -1.85347 -1.18 -0.30 0.95 -0.28
C -2.90428 -1.65094 0.20145 -0.57 2.15 -0.76 0.23
O -3.65259 -0.68272 -0.26794 1.67 -0.42 0.34 -0.60
C -2.81732 -1.91910 1.60827 0.15 0.03 0.56 0.33
F -2.85741 -0.91181 2.51133 -0.58 -1.04 -0.99 -0.27
C -2.70643 -3.23478 2.00390 -0.18 0.46 0.81 0.24
F -2.86112 -3.55361 3.30674 0.26 -0.03 -0.99 -0.28
```
Positions in Å, forces in eV/Å.

***

# 3
This record from OMol25 describes a structure of composition C22H28Br48N2P2S in a non-equilibrium geometry. The level of theory is ωB97M-V with the def2-TZVPD basis set.

E, eV: -3417693.516
Kohn-Sham gap, eV: 7.14

XYZ file:
```
103
Properties=species:S:1:pos:R:3:forces:R:3:lowdin_charge:R:1
C 2.98897 -0.74602 4.21826 -0.37 0.32 -0.89 -0.22
P 1.47849 -0.63548 3.14679 0.04 1.85 1.63 0.60
N 0.83449 0.68617 4.18686 0.28 -0.37 -0.26 -0.19
P 2.23231 -2.28115 1.77124 -0.63 -1.19 -0.75 0.18
S 0.86902 -2.99402 0.54098 -0.06 0.25 -0.01 -0.01
C 1.56674 0.58754 1.78679 0.04 0.26 -1.15 -0.42
C 2.79876 0.98513 1.24781 0.33 -0.04 -0.21 -0.13
C 2.89087 1.95099 0.23352 -2.08 -0.90 0.33 -0.29
C 1.66376 2.47675 -0.21447 0.34 -0.91 0.68 -0.07
C 0.48023 1.98455 0.36098 0.35 0.17 -0.14 -0.12
N 0.39668 1.06607 1.33952 1.04 0.56 -0.42 0.05
H 3.84679 -0.77822 3.54703 0.18 -0.40 0.09 0.02
H 3.05494 0.18798 4.76213 -0.05 -0.05 0.34 -0.01
H 2.93922 -1.61917 4.85897 0.13 -0.09 0.08 0.05
H 0.30582 -1.38855 3.39738 0.33 -0.58 -0.59 0.02
H -0.06583 0.99667 3.84503 -0.10 0.14 0.14 -0.05
H 0.75246 0.36379 5.14531 -0.21 0.16 0.10 -0.05
H 3.41779 -1.92061 1.09273 -0.06 -0.04 0.39 -0.14
H 2.64013 -3.33837 2.62275 0.39 0.27 0.10 -0.06
H 3.70851 0.53584 1.63118 0.01 0.03 0.04 0.05
H 3.83848 2.28198 -0.16090 -0.60 -0.43 -0.09 -0.11
H 1.63249 3.23784 -0.97810 -0.11 0.06 -0.08 0.10
H -0.45884 2.38569 -0.00207 -0.13 -0.11 0.08 0.09
C -3.42400 -0.57542 1.27941 -0.12 -0.09 0.02 -1.63
Br -3.31803 -2.49556 1.21691 0.04 0.05 -0.03 0.57
Br -2.33790 0.16011 2.67934 -0.33 -0.13 0.13 0.63
Br -3.02253 0.20925 -0.42560 0.21 0.03 -0.10 0.56
H -4.44822 -0.32030 1.51011 -0.02 0.02 -0.03 -0.06
C -6.73735 0.76073 -2.38529 0.05 0.09 -0.08 -1.62
Br -5.61671 -0.25104 -3.57978 -0.13 0.22 -0.04 0.56
Br -6.69226 0.01253 -0.62048 -0.21 -0.07 0.13 0.59
Br -6.28077 2.62833 -2.38214 0.01 -0.01 0.00 0.59
H -7.75368 0.67971 -2.74318 -0.02 -0.01 -0.01 -0.05
C 6.90127 -2.75043 0.36894 0.01 -0.05 0.00 -1.63
Br 7.16070 -3.71412 2.01318 0.00 0.03 -0.02 0.58
Br 5.88291 -1.14081 0.64903 0.28 0.15 -0.10 0.60
Br 8.56531 -2.38307 -0.52047 -0.03 0.01 0.03 0.58
H 6.31959 -3.38339 -0.28532 -0.02 0.00 -0.01 -0.02
C 4.40943 5.68389 2.37218 0.08 -0.07 0.07 -1.58
Br 3.88334 3.90865 1.81176 0.01 1.05 0.90 0.74
Br 4.60884 5.79963 4.28232 0.00 0.00 -0.02 0.56
Br 5.99153 6.29150 1.45549 -0.03 -0.04 0.03 0.57
H 3.60678 6.35332 2.09719 -0.01 0.00 0.00 -0.05
C -0.57017 -6.29091 -1.72059 0.01 0.07 0.03 -1.63
Br -0.41955 -7.25782 -0.06143 0.01 0.02 -0.02 0.57
Br -1.53349 -4.64608 -1.50237 0.12 -0.11 0.04 0.49
Br 1.14933 -6.00457 -2.53704 -0.02 -0.01 0.02 0.56
H -1.14368 -6.90792 -2.39674 0.00 -0.01 -0.01 -0.06
C 2.50281 0.99013 8.23479 0.07 0.04 -0.05 -1.62
Br 3.66265 -0.53774 8.35579 0.01 0.04 -0.09 0.56
Br 3.11535 2.25773 6.92128 -0.04 -0.02 0.02 0.60
Br 0.67783 0.45983 7.92598 0.02 -0.05 -0.05 0.58
H 2.52770 1.49000 9.19181 0.00 -0.04 0.04 -0.09
C 7.43701 3.14711 -1.70682 0.04 -0.13 -0.09 -1.59
Br 7.76472 1.61423 -2.82195 0.07 0.10 0.17 0.55
Br 5.87349 2.88635 -0.60982 1.02 0.24 -0.31 0.61
Br 8.97349 3.62133 -0.65156 -0.06 -0.02 0.01 0.59
H 7.22703 3.98214 -2.35904 -0.01 0.01 -0.01 -0.02
C -4.32031 -4.51004 -4.74148 0.16 0.05 0.14 -1.61
Br -3.31100 -3.73212 -6.18362 -0.06 -0.09 0.15 0.53
Br -3.67878 -6.27532 -4.30831 -0.05 -0.05 -0.07 0.58
Br -4.33179 -3.36724 -3.19006 -0.13 -0.14 -0.18 0.52
H -5.33959 -4.62105 -5.08031 -0.03 0.03 0.01 -0.09
C 3.97032 0.86547 -5.26520 -0.03 -0.04 0.01 -1.63
Br 5.81373 0.41317 -5.58494 -0.12 -0.07 -0.15 0.55
Br 2.81490 -0.65704 -5.46761 0.03 0.03 0.03 0.59
Br 3.74376 1.70586 -3.54644 0.01 -0.03 -0.01 0.57
H 3.68446 1.58762 -6.01527 0.01 0.02 -0.01 -0.03
C 2.87652 9.80199 5.02848 0.07 -0.04 0.02 -1.64
Br 1.95478 8.94232 3.57412 -0.01 -0.02 -0.02 0.57
Br 2.82391 8.73459 6.62808 0.00 0.01 -0.03 0.56
Br 4.67768 10.26956 4.54295 -0.03 -0.03 0.01 0.57
H 2.35091 10.72123 5.23927 -0.02 0.01 -0.01 -0.03
C -8.64059 -0.69628 -6.14628 -0.05 -0.01 -0.03 -1.63
Br -9.04960 -2.56811 -6.22128 -0.10 -0.01 0.06 0.57
Br -8.27613 0.02967 -7.89298 0.03 -0.01 0.01 0.59
Br -10.00495 0.30618 -5.23169 0.03 0.00 0.01 0.59
H -7.73425 -0.59720 -5.57245 0.14 0.05 0.07 -0.10
C -1.88251 -1.04138 -9.09479 -0.02 0.03 0.02 -1.64
Br -0.86974 -0.23330 -10.51641 0.00 -0.01 0.03 0.58
Br -1.22475 -2.79707 -8.66361 0.08 0.06 -0.11 0.55
Br -1.95066 0.08755 -7.53787 0.00 -0.04 -0.02 0.57
H -2.89582 -1.15924 -9.45027 -0.01 -0.01 -0.01 -0.03
C -9.49185 1.69650 -11.12318 -0.02 0.00 -0.02 -1.67
Br -11.10942 2.71720 -11.32248 0.03 -0.01 -0.01 0.58
Br -9.63983 -0.03667 -11.94639 0.02 0.03 0.03 0.56
Br -7.95579 2.65972 -11.76717 -0.02 -0.02 0.01 0.57
H -9.34742 1.53649 -10.06501 -0.03 0.01 0.02 -0.10
C 4.32939 -3.25391 11.33394 -0.03 0.03 0.01 -1.63
Br 4.50707 -3.98421 9.55874 -0.01 0.04 0.03 0.56
Br 5.85204 -2.17988 11.81316 -0.03 0.00 -0.04 0.57
Br 2.67865 -2.29040 11.55676 0.00 -0.08 0.03 0.53
H 4.30056 -4.09033 12.01602 0.02 -0.02 0.00 -0.03
C -6.76953 -4.98727 -8.81230 0.06 0.03 -0.07 -1.61
Br -5.48847 -5.98077 -9.84545 0.00 0.01 0.05 0.59
Br -7.04917 -5.78274 -7.07906 0.02 0.00 -0.01 0.59
Br -6.29097 -3.12864 -8.68970 0.04 -0.04 -0.04 0.53
H -7.71256 -5.03818 -9.33616 -0.02 0.00 0.01 -0.03
C -0.16698 0.63258 12.61539 0.01 -0.04 0.02 -1.62
Br 0.96147 0.14456 14.09333 -0.02 0.01 -0.04 0.57
Br 0.72957 1.82432 11.39899 -0.01 0.08 0.13 0.59
Br -0.85596 -0.91448 11.70231 0.05 0.01 0.01 0.56
H -1.01052 1.17054 13.02159 -0.02 0.01 -0.02 -0.03
```
Positions in Å, forces in eV/Å.

***

# 4
This record from OMol25 describes a cluster of 2 separate species, C14H23ClN3O in total in a non-equilibrium geometry. The level of theory is ωB97M-V with the def2-TZVPD basis set.

E, eV: -33923.384
Kohn-Sham gap, eV: 5.27
Net charge: +1

XYZ file:
```
42
Properties=species:S:1:pos:R:3:forces:R:3:nbo_charge:R:1
C -1.94368 -1.44533 -2.07534 -0.57 0.48 0.29 -0.43
N -0.67590 -2.15351 -2.29014 1.89 0.75 -0.34 -0.26
C -0.70030 -3.62542 -2.37913 -0.08 -0.21 -0.03 -0.43
C 0.41917 -1.45192 -2.42013 -0.92 -0.86 0.19 0.20
Cl 1.92279 -2.11181 -2.80842 -0.65 0.04 0.27 0.17
H -2.74129 -2.19101 -2.01932 0.19 0.32 0.00 0.24
H -1.90445 -0.87517 -1.13745 0.05 -0.21 -0.18 0.26
H -2.14033 -0.75286 -2.90493 0.09 -0.30 0.21 0.24
H -1.74899 -3.92236 -2.32701 0.31 -0.08 -0.05 0.24
H -0.26431 -3.96443 -3.32547 -0.06 0.15 0.22 0.25
H -0.15403 -4.06816 -1.53776 -0.06 0.22 -0.19 0.26
H 0.39075 -0.36944 -2.29051 -0.12 -0.17 0.01 0.26
C -1.04990 -2.48903 2.31866 -0.05 -0.19 -0.06 -0.62
C -0.67196 -1.10363 2.79484 0.23 0.38 -0.12 -0.21
N -0.76776 -0.05695 1.77800 -0.22 0.12 -0.32 -0.46
C -2.02821 0.69386 1.71992 0.47 -0.23 -0.08 -0.21
C -2.14268 1.78184 2.77393 -0.10 0.09 0.02 -0.62
C 0.32900 0.20204 0.97067 -0.09 -0.51 0.15 0.60
C 0.36965 1.47536 0.32276 -0.51 0.11 0.30 -0.36
N 1.52175 1.95476 -0.28520 0.08 -0.11 -0.49 -0.22
C 2.48026 1.10638 -0.80817 -0.16 0.70 0.02 -0.03
C 3.56766 1.61844 -1.48917 -0.11 0.35 0.10 -0.20
C 3.71886 2.99574 -1.64978 -0.14 -0.07 0.04 -0.20
C 2.73989 3.84140 -1.11203 0.04 -0.06 -0.09 -0.21
C 1.65926 3.32207 -0.43923 0.20 -0.82 -0.03 0.01
O 1.21233 -0.68492 0.86342 -0.23 0.31 -0.06 -0.74
H -0.94605 -3.18039 3.15803 -0.10 -0.10 -0.13 0.22
H -2.08504 -2.52518 1.96433 0.06 -0.03 0.03 0.19
H -0.37895 -2.81340 1.51846 -0.06 0.06 0.09 0.21
H -1.33541 -0.78806 3.60899 0.21 -0.15 -0.01 0.20
H 0.35908 -1.12379 3.16677 -0.25 0.06 -0.01 0.22
H -2.12566 1.13299 0.71787 -0.06 -0.18 0.18 0.20
H -2.84027 -0.03716 1.84726 0.10 0.19 -0.09 0.20
H -3.09467 2.30436 2.64579 0.08 0.01 0.14 0.22
H -2.10957 1.35602 3.78220 0.01 0.14 -0.15 0.22
H -1.33022 2.50767 2.67105 -0.10 -0.09 0.09 0.21
H -0.33968 2.24854 0.61772 0.47 -0.22 -0.14 0.20
H 2.32269 0.04599 -0.64639 -0.07 0.34 0.18 0.26
H 4.28172 0.90495 -1.89474 -0.06 0.26 0.09 0.23
H 4.56868 3.40608 -2.18573 -0.14 -0.06 0.10 0.24
H 2.79801 4.92333 -1.21933 0.08 -0.29 0.02 0.24
H 0.85777 3.91211 0.00470 0.36 -0.14 -0.19 0.23
```
Positions in Å, forces in eV/Å.